Computed, not measured: a single C13H23F3N2O3 molecule in a non-equilibrium geometry, with ωB97M-V with the def2-TZVPD basis set.

Output
HOMO energy: -8.48 eV
structure (SMILES): C[C@@H](CN1CCN(CCO)C[C@@H]1C)C(=O)OCC(F)(F)F
2S+1: 1

Atoms and positions in Å:
C  2.932546  0.943671  -0.108081
C  2.612735  -0.236416  0.768274
C  1.148517  -0.653349  0.628888
N  0.180477  0.466024  0.763575
C  -0.059463  0.986695  2.147635
C  -0.769869  2.352438  2.172311
N  -1.946658  2.304276  1.262688
C  -2.834771  3.466879  1.356524
C  -3.510495  3.496777  2.774737
O  -3.943598  2.175313  3.000115
C  -1.610709  1.859711  -0.090717
C  -1.005592  0.450392  -0.125789
C  -1.939125  -0.697012  0.252447
C  3.497446  -1.375479  0.317129
O  4.262677  -1.887330  1.108639
O  3.328867  -1.824227  -0.978378
C  4.412063  -2.596076  -1.538856
C  5.644376  -1.865844  -1.991188
F  6.271648  -1.352073  -0.931218
F  5.369401  -0.874158  -2.873266
F  6.508708  -2.628516  -2.695843
H  2.632560  0.711078  -1.137414
H  4.025981  1.117232  -0.078848
H  2.368487  1.810658  0.185011
H  2.834741  0.032253  1.790347
H  0.960913  -1.046843  -0.405862
H  0.882271  -1.507875  1.295273
H  0.917630  1.093611  2.662241
H  -0.655873  0.219461  2.701512
H  -0.058928  3.083867  1.852019
H  -1.102198  2.537349  3.182384
H  -2.254031  4.404797  1.171470
H  -3.626800  3.399412  0.559549
H  -2.769186  3.769970  3.514070
H  -4.318985  4.231750  2.924886
H  -3.247711  1.652250  2.538823
H  -0.904984  2.561962  -0.551074
H  -2.525811  1.898465  -0.707920
H  -0.635682  0.285272  -1.153571
H  -2.380322  -0.608477  1.247504
H  -1.428448  -1.677716  0.139418
H  -2.771008  -0.713888  -0.442404
H  4.719378  -3.326967  -0.809423
H  4.072615  -3.155531  -2.413830

Cartesian forces (eV/Å) of the 3 atoms listed first:
C 0.6 0.0 -0.9
C -0.8 -0.2 -1.1
C -2.1 0.0 -0.7


Computed, not measured: C59H85N3O5Y as an isolated structure, with ωB97M-V with the def2-TZVPD basis set.

Output
HOMO energy: -4.74 eV
total charge: -1
2S+1: 1

Atoms and positions in Å:
Y  0.479147  -0.183978  0.547810
C  3.985503  -6.296670  -3.039055
C  2.486651  -6.022971  -3.241131
C  1.673780  -7.063763  -2.455988
C  2.161581  -6.201801  -4.725603
C  2.160533  -4.616933  -2.739445
C  2.345314  -4.295371  -1.397167
C  2.068813  -3.039961  -0.895336
C  2.190019  -2.848492  0.608133
N  2.720660  -1.547585  1.070902
C  3.893152  -1.179406  0.271003
C  4.306800  0.271580  0.446298
N  3.186107  1.193510  0.307320
C  3.176249  2.199570  1.352496
C  2.956136  1.553795  2.708930
N  1.803062  0.630977  2.758552
C  2.205056  -0.615299  3.423084
C  3.038296  -1.548485  2.514762
C  0.700204  1.330238  3.433467
C  -0.653060  0.655623  3.590254
C  -1.606493  1.443453  4.237077
C  -2.841885  0.953990  4.604615
C  -3.049926  -0.417390  4.415909
C  -2.144104  -1.244955  3.780032
C  -0.972300  -0.661900  3.199316
O  -0.214116  -1.330363  2.357330
C  -2.344805  -2.764081  3.750681
C  -3.548268  -3.200539  4.590922
C  -1.095103  -3.437732  4.348642
C  -2.560810  -3.281269  2.324557
C  -3.943404  1.814612  5.220016
C  -5.184387  1.767343  4.312799
C  -3.514934  3.276753  5.361270
C  -4.321605  1.292839  6.614613
C  3.141241  1.747603  -1.043627
C  2.117040  2.826610  -1.322915
C  2.481980  3.773626  -2.268765
C  1.638629  4.800297  -2.662339
C  0.403502  4.863679  -2.027707
C  -0.019781  3.955990  -1.062377
C  0.835869  2.866094  -0.715248
O  0.492336  1.969758  0.179566
C  -1.423457  4.110996  -0.458661
C  -1.446122  3.925356  1.071408
C  -2.348420  3.073471  -1.116372
C  -2.007608  5.503261  -0.736383
C  2.098984  5.819752  -3.704492
C  0.984799  6.796960  -4.089830
C  3.278376  6.630585  -3.143849
C  2.552055  5.101423  -4.985317
C  1.600664  -2.002205  -1.756889
O  1.403249  -0.806327  -1.265388
C  1.397261  -2.312342  -3.122365
C  1.690192  -3.605726  -3.561203
C  0.834678  -1.331485  -4.173315
C  -0.447410  -1.932116  -4.779656
C  0.455618  0.065770  -3.662755
C  1.874046  -1.134860  -5.291008
H  4.245989  -7.305829  -3.377296
H  4.259167  -6.206551  -1.985721
H  4.582304  -5.575967  -3.603187
H  1.897356  -8.073859  -2.813330
H  0.603392  -6.881366  -2.580215
H  1.899213  -7.026484  -1.388338
H  2.379268  -7.228990  -5.029212
H  2.760749  -5.533927  -5.350040
H  1.104734  -6.006511  -4.924659
H  2.710364  -5.052911  -0.707693
H  2.826420  -3.663358  0.983769
H  1.205509  -2.981957  1.073124
H  3.651388  -1.343355  -0.773034
H  4.749192  -1.829702  0.513845
H  5.092476  0.491136  -0.289271
H  4.776181  0.408667  1.420626
H  2.373311  2.900640  1.144853
H  4.120352  2.773327  1.391544
H  2.842570  2.342314  3.460487
H  3.849725  1.002691  3.002339
H  1.318045  -1.135880  3.747387
H  2.807675  -0.396785  4.319022
H  2.928205  -2.560458  2.915108
H  4.095969  -1.295797  2.630348
H  0.564921  2.270374  2.889718
H  1.025255  1.592561  4.454274
H  -1.340972  2.476394  4.444743
H  -3.970736  -0.845742  4.792111
H  -3.457779  -2.866652  5.628328
H  -3.607901  -4.292068  4.589673
H  -4.485213  -2.817103  4.177793
H  -0.936306  -3.105805  5.379109
H  -0.215741  -3.187318  3.754780
H  -1.215573  -4.526220  4.351948
H  -3.456618  -2.833634  1.886925
H  -2.689361  -4.370286  2.338388
H  -1.703295  -3.030878  1.703149
H  -4.948044  2.179207  3.328005
H  -6.003352  2.352825  4.745776
H  -5.529253  0.740836  4.172076
H  -3.251138  3.704079  4.390297
H  -2.655561  3.379660  6.029025
H  -4.337994  3.862619  5.779397
H  -4.684222  0.263763  6.569701
H  -5.111159  1.912398  7.050852
H  -3.454514  1.315868  7.279987
H  2.974422  0.901821  -1.718161
H  4.127541  2.175134  -1.294650
H  3.480837  3.701666  -2.693295
H  -0.262386  5.672526  -2.292001
H  -1.251969  2.892092  1.343606
H  -2.431808  4.206728  1.458213
H  -0.698842  4.567612  1.550197
H  -1.981996  2.069735  -0.914818
H  -2.390369  3.234550  -2.197906
H  -3.365093  3.151421  -0.714402
H  -1.351554  6.296000  -0.363645
H  -2.970390  5.590006  -0.227605
H  -2.188178  5.671197  -1.801412
H  0.679037  7.414470  -3.241370
H  0.106863  6.264282  -4.463694
H  1.339760  7.466233  -4.878114
H  2.976498  7.165561  -2.240064
H  3.631893  7.361069  -3.879981
H  4.111325  5.973758  -2.882938
H  1.733549  4.505255  -5.396158
H  3.392981  4.431994  -4.795510
H  2.866163  5.828486  -5.740925
H  1.531862  -3.824951  -4.609588
H  -1.208292  -2.044480  -4.002666
H  -0.273176  -2.911377  -5.230285
H  -0.845058  -1.267081  -5.552492
H  -0.308548  0.020370  -2.888149
H  0.056200  0.643759  -4.502906
H  1.310911  0.604302  -3.254707
H  2.134721  -2.077246  -5.777514
H  2.789332  -0.699250  -4.881083
H  1.483640  -0.454145  -6.054222
C  -2.001620  -3.712271  -1.645317
C  -1.844957  -2.443384  -0.833946
O  -0.717458  -2.182115  -0.426888
C  -3.006076  -1.639903  -0.507916
C  -4.304252  -2.146589  -0.702819
C  -5.412860  -1.518462  -0.193467
C  -5.241952  -0.335380  0.545114
C  -4.000068  0.210362  0.723512
C  -2.828884  -0.397066  0.184299
O  -1.699229  0.183129  0.316419
H  -1.007864  -4.033696  -1.960288
H  -2.639489  -3.563243  -2.516846
H  -2.448396  -4.490844  -1.021177
H  -4.428900  -3.083152  -1.234769
H  -6.400971  -1.936582  -0.339708
H  -6.106870  0.152491  0.982036
H  -3.854605  1.119735  1.295919

Cartesian forces (eV/Å) of the 3 atoms listed first:
Y 0.2 0.3 0.4
C 0.0 0.0 0.0
C 0.0 -0.1 0.0


Computed, not measured: C16H14BCl5N6Pt as an isolated structure in a non-equilibrium geometry, with ωB97M-V with the def2-TZVPD basis set.

Output
HOMO energy (alpha / beta): -7.68 / -8.49 eV
expectation value of S²: 2.007
2S+1: 3

Atoms and positions in Å:
H  -1.070448  0.484213  2.907011
N  -0.282521  -0.897831  1.541881
B  0.466664  -3.003334  0.304661
N  -0.020738  -2.237346  1.558766
C  -0.300600  -2.722394  2.781855
Pt  -0.127361  0.224855  -0.227239
H  -0.184259  -3.787650  2.929309
C  -0.751183  -1.671088  3.571463
H  -1.069713  -1.732578  4.595005
C  -0.744967  -0.532617  2.753689
H  0.732443  -4.149587  0.518963
C  0.392732  2.316571  -2.569249
H  0.058512  3.213210  -2.023325
H  -0.338186  2.009562  -3.335585
H  1.354242  2.543871  -3.046177
N  1.704084  -2.176185  -0.156450
N  -0.560902  -2.751496  -0.822886
N  1.606771  -0.829336  -0.367916
N  -0.870234  -1.463754  -1.166579
C  2.977216  -2.553420  -0.358413
C  -1.290947  -3.595487  -1.582652
H  3.234325  -3.598549  -0.226584
H  -1.235131  -4.658813  -1.396472
C  3.702540  -1.433063  -0.737629
C  -2.040379  -2.821580  -2.468217
C  2.820779  -0.353904  -0.731959
C  -1.754000  -1.485694  -2.181937
H  4.748127  -1.419811  -0.991069
H  -2.732749  -3.176887  -3.207069
H  2.932364  0.700693  -0.951934
H  -2.120021  -0.544697  -2.560973
H  0.536329  1.453379  -1.829608
Cl  -2.738636  2.019680  -1.279268
C  -1.684417  2.810203  -0.145072
C  -0.605378  2.074843  0.396503
C  0.243136  2.730749  1.311941
Cl  1.615065  1.869084  1.915427
C  -0.009030  4.047286  1.752899
Cl  1.002536  4.754885  2.947177
C  -1.115184  4.759719  1.220041
Cl  -1.412207  6.371552  1.692039
C  -1.916927  4.154779  0.218191
Cl  -3.151745  5.057966  -0.552560

Cartesian forces (eV/Å) of the 3 atoms listed first:
H 0.1 -0.1 0.1
N -0.6 -0.7 1.6
B 0.2 1.5 -0.2


Number 1: E_tot -1143.9678 Ha. Number 2: E_tot -2878.3571 Ha. Number 3: E_tot -3391.7620 Ha.